(1)
C22H29As2F12K2N5O4S as an isolated structure in a non-equilibrium geometry, computed with ωB97M-V/def2-TZVPD.

The geometry in XYZ format:
```
77
Properties=species:S:1:pos:R:3:forces:R:3
As -23.526 21.066 -13.050 0.2 -1.1 0.2
As -25.916 25.757 -11.521 -0.7 1.2 0.4
K -27.401 22.099 -13.902 0.5 0.4 0.2
K -21.773 23.639 -10.983 -0.3 0.1 -0.1
S -17.628 23.562 -14.608 0.4 0.0 -2.0
F -22.983 21.455 -11.422 0.0 -0.1 -0.2
F -22.697 22.527 -13.562 -0.4 0.2 0.0
F -27.620 26.093 -11.367 0.3 -0.1 0.1
F -26.376 24.289 -12.385 0.3 -0.1 0.1
F -25.895 26.642 -13.035 0.1 -0.5 0.3
F -25.900 24.917 -9.982 0.1 -0.1 -0.8
F -25.529 27.227 -10.675 0.1 -0.3 -0.2
F -24.247 19.610 -12.434 0.3 0.4 -0.4
F -25.028 21.899 -12.738 0.3 0.2 0.0
F -22.038 20.216 -13.405 -0.5 0.2 0.2
F -24.117 20.770 -14.659 0.2 0.0 0.1
F -24.201 25.422 -11.725 0.0 -0.4 0.0
O -16.275 23.406 -14.177 -1.1 -0.2 -0.2
O -18.539 22.385 -14.065 0.5 0.8 1.3
O -18.254 24.852 -14.482 0.1 -1.3 0.0
O -17.761 22.992 -16.172 0.9 0.7 1.2
N -24.131 19.840 -7.896 0.2 -0.3 -0.3
N -19.011 22.664 -9.067 -1.2 -1.2 -0.1
N -27.167 24.452 -16.859 0.3 -0.3 -0.1
N -21.947 24.201 -17.288 0.9 0.5 -1.7
N -26.070 16.282 -14.339 -0.2 -0.2 -0.2
C -21.379 24.926 -16.285 -1.5 -0.9 1.2
C -26.636 15.162 -13.817 0.0 -0.8 0.3
C -26.894 23.153 -17.203 -0.5 0.1 0.2
C -27.003 16.870 -12.426 -0.4 -1.3 0.4
C -19.023 21.892 -10.216 0.4 1.5 -1.0
C -25.350 19.442 -7.439 0.6 0.1 0.6
C -19.606 22.131 -14.960 -0.6 -0.5 -0.6
C -25.769 18.383 -8.205 -0.4 1.0 0.9
C -20.039 20.979 -10.187 0.9 -0.1 1.0
C -19.985 22.139 -8.248 0.3 0.2 0.6
C -27.217 15.453 -12.612 0.4 1.0 -0.7
C -24.804 18.211 -9.225 0.1 -1.1 -0.1
C -23.764 19.061 -8.968 -0.2 1.0 0.0
C -20.640 25.756 -18.212 -0.9 0.0 -0.7
C -26.221 24.909 -15.994 0.0 0.4 0.2
C -21.486 24.709 -18.500 -0.4 -0.5 1.2
C -20.540 21.046 -8.845 -1.0 0.4 -0.5
C -20.643 25.940 -16.795 0.7 -0.2 -0.5
C -26.313 17.342 -13.512 -0.1 0.3 0.8
C -19.014 22.347 -16.392 -0.6 0.4 1.4
C -25.358 23.883 -15.701 -0.4 0.0 -0.4
C -25.770 22.767 -16.506 0.2 0.2 0.3
H -25.204 21.851 -16.561 -0.3 -0.2 -0.1
H -19.883 21.102 -14.744 -0.1 0.0 -0.3
H -26.199 25.965 -15.775 0.0 -0.2 0.6
H -27.718 14.752 -11.970 0.0 0.1 0.1
H -18.352 22.144 -11.025 0.0 -0.1 0.0
H -22.855 19.333 -9.476 -0.1 -0.4 -0.3
H -20.230 26.367 -19.000 0.3 0.2 0.3
H -20.221 22.590 -7.296 0.2 -0.1 0.1
H -24.852 17.454 -9.991 0.1 0.1 -0.1
H -26.520 14.211 -14.315 -0.1 0.1 -0.1
H -25.594 16.246 -15.219 0.1 0.5 0.0
H -18.920 21.350 -16.816 0.5 0.3 -0.6
H -20.129 26.673 -16.198 0.1 0.0 -0.1
H -27.605 22.675 -17.859 0.4 -0.4 -0.1
H -22.547 23.399 -17.276 -0.1 0.0 0.6
H -26.666 17.870 -7.895 0.0 -0.3 -0.7
H -24.582 23.917 -14.954 0.2 0.0 -0.2
H -20.288 20.327 -11.007 0.0 -0.2 0.2
H -27.296 17.350 -11.506 0.1 0.5 -0.2
H -20.486 22.746 -14.785 0.2 0.3 0.2
H -19.625 23.055 -16.946 -0.2 -0.4 -0.3
H -18.486 23.487 -8.848 0.3 0.0 -0.2
H -25.695 19.885 -6.517 -0.4 -0.1 -0.2
H -21.925 24.251 -19.371 0.5 0.3 -0.4
H -21.680 24.650 -15.286 0.3 0.4 0.2
H -23.566 20.563 -7.496 0.0 0.1 0.0
H -27.997 24.958 -17.107 0.1 0.1 -0.2
H -25.937 18.342 -13.639 0.2 -0.1 -0.4
H -21.286 20.426 -8.376 0.0 0.0 -0.1
```
Positions in Å, forces in eV/Å.

Calculated values
energy	-236705.3521	eV
HOMO-LUMO gap	7.48	eV
LUMO energy	-0.024	Ha

=====

(2)
C22H29AsMnN3O15P3S as an isolated structure in a non-equilibrium geometry, computed with ωB97M-V/def2-TZVPD.

The geometry in XYZ format:
```
75
Properties=species:S:1:pos:R:3:forces:R:3
As 0.156 -1.690 -1.633 -0.3 -0.5 1.1
Mn -0.141 1.415 -0.898 0.0 -0.2 0.1
S -0.644 1.067 -3.398 0.5 -0.6 0.7
P -1.672 3.069 1.132 0.1 -0.3 -0.5
P -2.112 3.691 -1.607 0.7 0.0 0.4
P 2.935 1.871 -0.578 -0.2 -0.1 0.1
O -0.612 4.248 1.074 0.0 0.0 0.1
O -0.609 3.171 -1.508 -0.7 0.1 -0.1
O -1.525 0.808 -2.171 0.2 0.5 -0.8
O -3.053 3.251 -2.626 0.1 0.0 -0.1
O 0.231 -0.334 -0.516 0.0 -0.1 -0.7
O -1.429 -2.358 -1.313 0.2 0.2 0.0
O -2.656 3.396 -0.120 0.0 0.1 0.2
O 1.468 1.983 -0.146 0.1 0.2 -0.1
O 0.704 1.105 -2.681 -0.3 0.5 -0.4
O -0.875 2.129 -4.303 -0.4 0.0 0.0
O 1.368 -2.713 -1.299 0.2 0.2 -0.2
O -2.356 3.009 2.411 -0.1 -0.2 0.0
O 1.073 -3.031 4.321 0.1 0.0 0.0
O -1.835 5.264 -1.636 0.0 0.0 0.0
O -1.020 1.688 0.643 -0.4 0.4 0.0
N -0.404 -1.667 3.223 0.1 0.0 -0.1
N 0.699 2.326 2.828 0.1 0.0 0.4
N 1.133 -0.805 4.729 0.2 0.1 0.0
C -0.949 -0.518 -5.583 0.1 0.0 0.1
C 1.293 1.503 5.403 -0.1 -0.1 0.1
C -0.127 -1.550 -3.543 -0.1 0.3 0.0
C -0.305 -2.836 -5.552 0.0 -0.1 0.0
C 0.035 -2.754 -4.204 0.0 0.1 -0.1
C -1.121 -2.604 2.449 0.0 0.1 0.2
C 3.894 2.285 0.862 0.0 0.1 0.1
C 0.812 1.034 3.123 0.1 0.1 -0.4
C -3.170 -3.109 1.289 -0.1 0.0 0.0
C 0.638 -1.927 4.070 -0.4 0.0 0.1
C -2.686 -4.359 0.917 0.0 -0.1 0.1
C 3.300 3.038 -1.874 0.0 0.1 -0.1
C 3.382 0.243 -1.134 0.0 -0.1 0.0
C -0.605 -0.446 -4.247 0.1 -0.3 0.0
C -1.405 -4.704 1.334 0.1 0.0 0.0
C 0.842 3.213 3.804 0.1 0.0 0.0
C -2.400 -2.237 2.039 0.0 0.0 0.1
C -0.803 -1.738 -6.232 0.0 0.0 -0.1
C -0.618 -3.850 2.095 0.0 0.0 -0.1
C 1.066 0.558 4.404 0.0 -0.1 0.2
C -3.534 -5.319 0.125 0.1 0.0 0.0
C 1.173 2.843 5.103 0.0 0.1 -0.1
H -2.558 5.715 -2.087 0.0 0.0 0.0
H -0.809 -0.745 3.263 0.0 0.0 0.0
H -1.313 0.364 -6.093 0.0 0.0 0.0
H 1.312 3.594 5.869 0.0 0.0 0.0
H 2.824 0.008 -2.040 0.0 0.0 0.0
H 0.368 -4.147 2.415 0.0 0.0 0.0
H 2.616 2.858 -2.704 0.0 0.0 0.0
H -4.171 -2.818 0.990 0.0 0.1 0.0
H 4.331 2.933 -2.213 0.0 0.0 0.0
H -0.243 4.395 0.192 0.0 -0.1 0.0
H -1.072 -1.826 -7.275 0.0 0.0 0.0
H 0.707 0.364 2.277 0.0 -0.1 0.0
H 4.950 2.398 0.620 0.0 0.0 0.0
H 1.523 1.176 6.411 0.0 0.0 0.0
H 3.498 3.218 1.265 0.0 0.0 0.0
H -1.002 -5.672 1.059 0.0 0.0 0.0
H 3.764 1.505 1.613 0.0 0.0 0.0
H 3.124 -0.497 -0.376 0.0 0.0 0.0
H 4.451 0.206 -1.349 0.0 0.0 0.0
H 1.665 -1.059 5.547 0.1 0.0 -0.1
H 0.693 4.251 3.531 0.0 0.0 0.0
H 3.141 4.048 -1.496 0.0 0.0 0.0
H -2.926 -5.896 -0.572 0.0 0.0 0.0
H -2.799 -1.275 2.341 0.0 0.0 -0.1
H -1.512 -2.553 -0.365 -0.2 -0.1 0.0
H -0.179 -3.775 -6.074 0.0 0.0 0.0
H -4.297 -4.791 -0.446 0.0 0.0 0.0
H -4.041 -6.028 0.782 0.0 0.0 0.0
H 0.418 -3.611 -3.664 0.0 0.0 0.0
```
Positions in Å, forces in eV/Å.

Calculated values
spin multiplicity	4
energy	-189338.2160	eV
HOMO-LUMO gap (spin up / spin down)	5.85 / 6.85	eV
relative energy (zero: lowest compared OMol25 entry of this formula, charge and spin)	1.747	eV
LUMO energy (spin up / spin down)	-0.084 / -0.048	Ha
expectation value of S²	3.81

=====

(3)
C22H29AsN2O2Pt as an isolated structure in a non-equilibrium geometry, computed with ωB97M-V/def2-TZVPD.

The geometry in XYZ format:
```
57
Properties=species:S:1:pos:R:3:forces:R:3
Pt -0.826 -0.161 1.164 -0.8 0.2 1.2
As 0.702 -0.087 -1.104 0.0 -0.3 -0.3
O -1.944 -1.974 1.023 0.7 -0.1 -0.5
O 0.821 -1.001 1.970 -0.1 0.0 0.1
N -2.395 0.772 0.395 0.2 -0.1 -0.2
N -0.585 1.569 2.188 0.3 0.1 -0.6
C -1.721 2.466 1.982 -0.1 0.0 0.1
C -3.252 0.247 -0.404 0.0 0.1 0.1
C -2.931 -3.512 -0.436 0.0 0.0 0.0
C 2.639 1.599 3.846 0.0 0.0 0.0
C -3.340 -1.141 -0.750 0.0 0.0 -0.1
C 1.670 -0.337 2.696 0.1 0.0 0.0
C 1.585 1.032 3.096 0.0 0.0 -0.1
C -4.183 -1.473 -1.833 0.0 0.0 0.0
C 2.053 2.468 -0.771 0.0 0.0 0.0
C 1.472 -1.889 -1.207 0.0 0.0 0.0
C 3.748 0.889 4.216 0.0 0.0 0.0
C 3.825 -0.462 3.842 0.0 0.0 0.0
C -0.642 1.365 -3.255 0.0 0.0 0.0
C -4.378 -2.768 -2.230 0.0 0.0 0.0
C 0.469 1.902 2.828 -0.1 0.0 0.2
C 0.242 0.145 -3.009 0.1 0.1 0.0
C 2.824 -1.050 3.116 0.0 0.0 0.0
C 2.342 0.977 -0.912 0.0 0.0 -0.1
C -3.737 -3.791 -1.507 0.0 0.0 0.0
C 2.669 -2.071 -2.132 0.0 0.0 0.0
C -2.269 2.215 0.583 0.0 0.1 0.0
C -2.675 -2.177 -0.016 -0.3 0.1 0.1
H 4.538 1.353 4.789 0.0 0.0 0.0
H 4.686 -1.053 4.130 0.0 0.0 0.0
H -4.678 -0.665 -2.363 0.0 0.0 0.0
H 2.878 -2.092 2.828 0.0 0.0 0.0
H 1.307 2.646 0.008 0.0 0.0 0.0
H -0.156 2.288 -2.936 0.0 0.0 0.0
H 0.536 2.916 3.230 -0.1 0.0 0.1
H -1.581 1.276 -2.705 0.0 0.0 0.0
H 3.538 -1.519 -1.774 0.0 0.0 0.0
H -3.219 2.729 0.424 0.0 0.0 0.0
H 1.673 2.890 -1.703 0.0 0.0 0.0
H -2.451 -4.301 0.128 0.0 0.0 0.0
H 2.454 -1.738 -3.149 0.0 0.0 0.0
H -0.287 -0.769 -3.287 0.0 0.0 0.0
H -0.888 1.471 -4.314 0.0 0.0 0.0
H -2.485 2.207 2.719 0.0 0.0 0.0
H -1.539 2.576 -0.148 0.0 0.0 0.0
H 0.641 -2.534 -1.502 0.0 0.0 0.0
H 3.003 0.783 -1.758 0.0 0.0 0.0
H 2.954 -3.124 -2.189 0.0 0.0 0.0
H 2.834 0.594 -0.014 0.0 0.0 0.0
H 2.953 3.023 -0.504 0.0 0.0 0.0
H -1.446 3.515 2.114 0.1 0.0 0.0
H -3.890 -4.824 -1.798 0.0 0.0 0.0
H 1.155 0.192 -3.608 0.0 0.0 0.0
H 2.549 2.641 4.135 0.0 0.0 0.0
H 1.717 -2.153 -0.177 0.0 0.0 0.0
H -5.012 -3.001 -3.073 0.0 0.0 0.0
H -3.968 0.918 -0.883 0.0 0.0 0.0
```
Positions in Å, forces in eV/Å.

Calculated values
energy	-94444.8485	eV
HOMO-LUMO gap	6.93	eV
relative energy (zero: lowest compared OMol25 entry of this formula, charge and spin)	1.059	eV
LUMO energy	0.010	Ha

=====

(4)
C22H29AuBrN2O as an isolated structure in a non-equilibrium geometry, computed with ωB97M-V/def2-TZVPD.

The geometry in XYZ format:
```
56
Properties=species:S:1:pos:R:3:forces:R:3
Au 0.597 -2.013 -1.118 0.7 1.2 0.5
Br 0.378 -3.709 -3.001 0.1 -0.6 -1.8
O -0.419 -4.437 0.606 0.9 1.8 -2.8
N 1.687 -0.394 -0.327 1.4 0.1 -0.6
N -1.165 0.537 -0.335 1.6 1.8 2.4
C 3.507 0.946 -0.101 -0.1 0.0 1.4
C -4.717 2.454 0.673 0.2 -0.1 0.6
C -3.568 0.715 -0.540 0.1 1.2 0.3
C 3.521 -2.727 0.031 -0.2 -0.8 2.0
C -3.030 0.170 -2.943 0.4 -2.1 0.1
C -1.506 1.842 2.539 0.8 -0.9 0.5
C 5.403 -1.104 0.030 0.4 -0.6 0.2
C -3.672 2.490 1.590 0.2 0.2 -0.2
C -3.549 -0.358 -1.581 -0.8 0.3 -0.6
C 4.190 -1.800 -2.163 -1.5 -0.7 2.4
C -0.815 0.504 2.814 0.6 -1.2 -0.8
C -2.388 1.011 0.231 0.5 -0.4 -2.5
C -0.112 1.348 -0.146 -2.2 -1.7 -0.7
C 2.371 1.672 0.225 -1.3 0.8 -1.1
C 3.090 -0.356 -0.349 -2.4 0.8 -0.5
C 1.219 0.905 -0.043 2.5 -1.7 -0.6
C -2.810 -1.559 -1.042 0.2 -1.3 -0.6
C -0.144 -3.685 -0.241 -1.7 -2.5 4.3
C 4.050 -1.478 -0.615 -0.3 0.2 -0.8
C -4.688 1.519 -0.384 0.1 0.5 0.6
C -2.467 1.784 1.379 -1.0 0.7 0.6
C -0.545 3.037 2.612 0.3 -0.6 0.0
H -0.500 0.406 3.843 -0.1 0.1 0.5
H -2.070 0.673 -2.836 -0.1 0.0 -0.1
H -1.432 -0.374 2.564 -0.3 0.4 0.3
H 2.859 -3.320 -0.586 -0.3 0.1 -0.3
H 0.421 2.797 2.169 0.0 -0.1 -0.1
H -5.566 3.092 0.900 -0.1 -0.1 -0.4
H 4.339 -3.401 0.298 0.2 0.0 -0.1
H 3.161 -1.907 -2.566 0.7 -0.1 0.0
H 5.288 -0.830 1.099 -0.1 -0.5 -0.5
H 5.897 -0.227 -0.401 -0.1 -0.3 -0.4
H -0.327 3.282 3.674 -0.4 0.3 -0.7
H -3.789 0.803 -3.352 -0.2 0.6 -0.4
H -2.910 -0.738 -3.618 0.0 1.2 0.6
H -3.705 3.131 2.494 -0.3 -0.4 -0.7
H 6.078 -1.986 -0.071 -0.3 0.7 0.2
H 4.541 1.189 0.076 -0.1 0.4 -0.1
H 2.209 2.684 0.522 0.6 0.7 0.1
H -0.250 2.430 -0.213 -0.1 0.1 0.8
H -2.125 1.938 3.424 -0.5 0.2 0.0
H -4.624 -0.624 -1.797 0.9 0.0 0.4
H -2.867 -2.371 -1.796 0.5 0.3 0.3
H -5.521 1.486 -1.101 0.3 -0.3 0.4
H 4.729 -2.740 -2.192 0.1 -0.2 -0.5
H -1.762 -1.286 -0.772 -1.1 -0.6 -0.4
H 2.994 -2.489 0.999 0.4 -0.3 -0.9
H -3.310 -1.984 -0.169 0.0 0.3 0.2
H -0.985 3.813 1.994 0.1 0.7 0.5
H 4.721 -1.032 -2.625 0.9 1.3 -1.1
H 0.089 0.271 2.237 -0.1 0.6 -0.1
```
Positions in Å, forces in eV/Å.

Calculated values
energy	-102047.9186	eV
HOMO-LUMO gap	7.21	eV
relative energy (zero: lowest compared OMol25 entry of this formula, charge and spin)	1.785	eV
charge	-1
LUMO energy	0.106	Ha

=====

> Number 1 is which compound?

C22H29As2F12K2N5O4S

=====

> What is the formula in the fourth record?

C22H29AuBrN2O

=====

Copy entry 3 word for word.
C22H29AsN2O2Pt as an isolated structure in a non-equilibrium geometry, computed with ωB97M-V/def2-TZVPD.

The geometry in XYZ format:
```
57
Properties=species:S:1:pos:R:3:forces:R:3
Pt -0.826 -0.161 1.164 -0.8 0.2 1.2
As 0.702 -0.087 -1.104 0.0 -0.3 -0.3
O -1.944 -1.974 1.023 0.7 -0.1 -0.5
O 0.821 -1.001 1.970 -0.1 0.0 0.1
N -2.395 0.772 0.395 0.2 -0.1 -0.2
N -0.585 1.569 2.188 0.3 0.1 -0.6
C -1.721 2.466 1.982 -0.1 0.0 0.1
C -3.252 0.247 -0.404 0.0 0.1 0.1
C -2.931 -3.512 -0.436 0.0 0.0 0.0
C 2.639 1.599 3.846 0.0 0.0 0.0
C -3.340 -1.141 -0.750 0.0 0.0 -0.1
C 1.670 -0.337 2.696 0.1 0.0 0.0
C 1.585 1.032 3.096 0.0 0.0 -0.1
C -4.183 -1.473 -1.833 0.0 0.0 0.0
C 2.053 2.468 -0.771 0.0 0.0 0.0
C 1.472 -1.889 -1.207 0.0 0.0 0.0
C 3.748 0.889 4.216 0.0 0.0 0.0
C 3.825 -0.462 3.842 0.0 0.0 0.0
C -0.642 1.365 -3.255 0.0 0.0 0.0
C -4.378 -2.768 -2.230 0.0 0.0 0.0
C 0.469 1.902 2.828 -0.1 0.0 0.2
C 0.242 0.145 -3.009 0.1 0.1 0.0
C 2.824 -1.050 3.116 0.0 0.0 0.0
C 2.342 0.977 -0.912 0.0 0.0 -0.1
C -3.737 -3.791 -1.507 0.0 0.0 0.0
C 2.669 -2.071 -2.132 0.0 0.0 0.0
C -2.269 2.215 0.583 0.0 0.1 0.0
C -2.675 -2.177 -0.016 -0.3 0.1 0.1
H 4.538 1.353 4.789 0.0 0.0 0.0
H 4.686 -1.053 4.130 0.0 0.0 0.0
H -4.678 -0.665 -2.363 0.0 0.0 0.0
H 2.878 -2.092 2.828 0.0 0.0 0.0
H 1.307 2.646 0.008 0.0 0.0 0.0
H -0.156 2.288 -2.936 0.0 0.0 0.0
H 0.536 2.916 3.230 -0.1 0.0 0.1
H -1.581 1.276 -2.705 0.0 0.0 0.0
H 3.538 -1.519 -1.774 0.0 0.0 0.0
H -3.219 2.729 0.424 0.0 0.0 0.0
H 1.673 2.890 -1.703 0.0 0.0 0.0
H -2.451 -4.301 0.128 0.0 0.0 0.0
H 2.454 -1.738 -3.149 0.0 0.0 0.0
H -0.287 -0.769 -3.287 0.0 0.0 0.0
H -0.888 1.471 -4.314 0.0 0.0 0.0
H -2.485 2.207 2.719 0.0 0.0 0.0
H -1.539 2.576 -0.148 0.0 0.0 0.0
H 0.641 -2.534 -1.502 0.0 0.0 0.0
H 3.003 0.783 -1.758 0.0 0.0 0.0
H 2.954 -3.124 -2.189 0.0 0.0 0.0
H 2.834 0.594 -0.014 0.0 0.0 0.0
H 2.953 3.023 -0.504 0.0 0.0 0.0
H -1.446 3.515 2.114 0.1 0.0 0.0
H -3.890 -4.824 -1.798 0.0 0.0 0.0
H 1.155 0.192 -3.608 0.0 0.0 0.0
H 2.549 2.641 4.135 0.0 0.0 0.0
H 1.717 -2.153 -0.177 0.0 0.0 0.0
H -5.012 -3.001 -3.073 0.0 0.0 0.0
H -3.968 0.918 -0.883 0.0 0.0 0.0
```
Positions in Å, forces in eV/Å.

Calculated values
energy	-94444.8485	eV
HOMO-LUMO gap	6.93	eV
relative energy (zero: lowest compared OMol25 entry of this formula, charge and spin)	1.059	eV
LUMO energy	0.010	Ha

=====

> Look up the energy of the second one.

-189338.2160 eV